{
  "formula": "C50H102F15N4O13",
  "method": "ωB97M-V/def2-TZVPD",
  "e_above_lowest_kj_mol": 0.0,
  "total_charge": -1,
  "homo_lumo_gap_ev": 4.41,
  "e_tot_ha": -4660.85896,
  "elements": ["C", "H", "H", "H", "C", "H", "C", "H", "H", "H", "H", "H", "O", "C", "C", "F", "H", "H", "H", "H", "H", "H", "C", "H", "H", "C", "O", "C", "H", "N", "H", "H", "H", "C", "F", "C", "H", "O", "H", "O", "H", "H", "H", "C", "F", "H", "H", "C", "H", "H", "H", "H", "H", "H", "H", "H", "H", "N", "H", "H", "C", "C", "H", "C", "C", "F", "H", "F", "C", "F", "C", "H", "O", "N", "C", "F", "C", "C", "H", "F", "C", "H", "F", "H", "H", "H", "C", "C", "C", "H", "H", "H", "C", "H", "H", "H", "H", "H", "C", "H", "C", "H", "H", "F", "F", "H", "N", "H", "O", "H", "H", "C", "C", "C", "F", "H", "C", "H", "H", "O", "H", "H", "H", "C", "C", "C", "C", "H", "H", "C", "H", "H", "H", "H", "H", "C", "C", "H", "H", "H", "O", "H", "H", "H", "F", "H", "H", "H", "H", "H", "H", "H", "H", "F", "H", "H", "C", "H", "H", "C", "C", "H", "O", "H", "H", "H", "F", "H", "O", "O", "C", "O", "C", "H", "C", "C", "C", "C", "O", "H", "H", "H", "C", "C"],
  "xyz": [[-0.657589, -0.518915, 0.807577], [-3.636919, -1.920035, 8.263047], [-1.661769, 5.719445, -3.191833], [-3.251879, 7.235875, 0.579367], [-0.114849, -1.853285, 4.356977], [-1.114259, 0.447295, 1.022017], [4.392601, -1.407745, -2.478413], [4.551491, -1.829335, -4.681343], [-0.748519, -5.505275, 0.981627], [-3.852329, 2.636725, -1.134973], [1.568031, 4.105535, 4.770567], [-2.218869, 3.592985, 1.281247], [-3.241889, 5.539405, 1.701387], [-2.371199, 5.733885, -0.566183], [-0.824369, -0.248855, 5.789617], [2.008091, 6.058345, -6.518543], [-0.184609, 5.185985, 1.138377], [0.048391, 0.200725, 6.263187], [0.425211, 5.476095, -0.482213], [3.180191, -4.756045, -4.994523], [-6.943959, 0.642925, -0.556903], [6.710751, -5.541735, -2.485693], [6.418971, -2.850225, -3.045753], [-1.120759, -0.604905, -1.257383], [0.357511, -5.004645, 2.374437], [5.480151, -6.702115, -1.074813], [3.971041, 3.212335, -5.805993], [4.018941, -6.996685, -0.588303], [-1.596739, -3.274895, 2.647257], [-3.365709, -0.471105, 6.473527], [1.524741, -4.837055, 0.077477], [-1.793699, -4.924985, 3.323577], [-4.375509, 6.826025, 2.680557], [-4.256989, 0.702465, -3.757813], [3.713171, -3.361715, 0.449297], [-4.310879, -0.971505, 1.685577], [-0.619129, 3.079545, -2.140843], [-0.504439, -1.578155, 5.647167], [-0.652379, -1.407295, 3.520167], [0.077921, -3.663245, 0.854677], [-2.894719, -0.760275, -4.499203], [-3.986989, 5.343295, 3.438837], [3.592421, -7.675775, -1.326553], [4.804561, -4.547055, -2.424013], [2.417631, -2.077735, 1.625827], [4.197681, 2.187415, -3.848603], [-5.731399, -0.580535, -0.766573], [5.426491, -4.296255, -4.922263], [3.130461, 0.137195, -4.943783], [7.088101, -3.485855, -2.465803], [5.967381, -6.205445, -0.235753], [3.880701, 4.576695, -4.576383], [1.279971, 1.548075, -2.871563], [0.929881, -1.542495, 4.364237], [-2.870609, -1.310265, 4.577377], [-1.933219, 0.630295, -6.058163], [3.414581, 1.110105, -6.385023], [-1.462589, 4.455355, -0.502893], [-1.609889, -0.958745, 7.657737], [5.046631, -4.198935, -1.419863], [-1.873929, -0.205625, 6.915307], [1.916271, 3.576885, 3.883237], [4.094001, -7.436725, 0.406097], [2.259311, 4.823755, -6.270483], [-0.088429, 4.747545, 0.145087], [-4.267839, -2.179485, 2.151227], [-8.646149, -1.563705, -0.238823], [-0.137519, 2.465605, 4.685897], [-6.708039, -0.394475, -0.319743], [-3.188879, -0.389115, 2.209257], [5.665501, -5.832145, -2.379833], [-2.991059, 1.310415, 5.313937], [0.885501, 1.633705, -0.492053], [-0.284039, -0.632025, -0.692343], [4.770441, 1.839055, 5.134757], [2.159481, 4.076205, -7.395373], [-5.682289, -0.273635, 1.939797], [3.723131, 4.515805, -5.653213], [4.227451, -0.364915, -2.749233], [0.833181, 1.444615, 3.121187], [-7.886419, -1.214785, -0.938223], [-1.667679, 6.799525, 1.150617], [-4.669069, 0.903225, -5.002473], [-1.802789, 6.389095, -1.226283], [0.712691, -0.064745, -3.370413], [-5.401389, 0.738795, 1.649647], [-3.424719, -1.649815, 5.452457], [-3.703689, 2.942105, -0.099233], [-1.665689, -4.337495, 2.414417], [-1.601669, 2.415285, 0.188217], [2.172361, 0.114845, -2.643343], [0.483241, 3.824395, 0.240387], [3.823621, 2.949455, 5.255537], [-1.356509, -1.306835, 1.088267], [4.889741, -6.808765, -6.209403], [0.265621, -0.566605, 1.385087], [5.387941, -6.487105, -3.205723], [-7.436829, -2.121945, -1.342003], [2.524311, -3.347585, 1.149737], [5.987431, -1.929005, -1.120793], [-4.603699, 1.800225, 6.738017], [-4.692609, 2.741675, 6.195927], [-2.616299, -4.458215, 1.894937], [1.313261, 4.451005, -5.435603], [2.680211, -4.124075, 2.241667], [3.710791, -1.672295, -1.670173], [5.175921, -3.558665, -3.555913], [-8.379039, -0.628645, -1.714023], [1.211391, -3.140275, -1.102533], [-2.305649, 3.718845, -2.267763], [-4.400119, 3.605025, 0.414217], [-2.837679, -0.048995, -3.675233], [-5.509899, -1.622725, 7.448207], [4.290271, -5.943805, -6.493293], [-3.925739, -1.126155, 0.343737], [-0.030529, -2.935055, 4.253227], [4.241111, -2.293195, -3.745073], [5.553131, 1.939105, 5.886757], [3.809581, -3.965875, -6.322843], [-2.373499, -0.768165, -2.526823], [-3.039029, -2.591235, 5.843707], [-1.935689, 0.786225, 7.363087], [6.914191, -2.399675, -3.905903], [-2.196269, 3.328125, 0.224157], [-3.901319, 0.852315, 5.700817], [3.596421, 2.315635, -4.748683], [5.872391, -1.637125, -2.164663], [6.063441, -3.692105, -5.568313], [0.142091, 2.416835, -4.719903], [-0.793439, 5.082615, -3.022893], [-4.446379, -1.682725, 5.074017], [-5.577019, -2.309435, 6.604397], [4.765631, 0.631365, -5.224963], [4.765011, -5.673525, -7.436523], [5.163951, 1.750555, 4.122137], [1.346491, -3.763875, 0.145347], [-3.525299, 6.194755, 2.938877], [3.291021, 2.866795, 6.202957], [3.399651, -6.151715, -0.287283], [2.559441, 2.407465, -4.425673], [-1.748529, 0.895835, -3.933233], [3.281781, -6.307515, -6.690213], [6.033451, -7.641095, -1.091413], [-2.625819, 6.591575, 3.409597], [-0.116959, 3.342785, 2.658297], [-4.610689, 0.533845, 4.936967], [-2.209429, 2.256205, -5.551553], [-6.119839, -2.167285, 8.168987], [3.210431, -2.638665, -3.825423], [-3.340489, 5.434825, -0.965093], [-4.202099, -0.220795, 8.383727], [-0.061369, 5.730315, -2.540553], [4.343261, 0.846515, 5.277907], [-4.345509, 1.970925, -3.230713], [-5.519519, 1.352175, 7.123547], [-6.123029, -0.744345, 7.246667], [-0.379559, -4.708845, 1.627897], [4.261401, 3.946025, 5.312967], [6.316681, -0.650495, -2.296103], [-1.667749, 1.349235, -5.283073], [0.589861, 2.747165, 3.556157], [-0.013849, 2.077875, -6.471343], [-6.667909, -0.684055, 1.049497], [-3.976809, 2.009575, 0.394617], [0.510551, 0.818255, -5.502543], [6.082441, -5.103535, -4.596513], [-5.280139, 0.098025, -3.185113], [3.738021, -4.715125, -2.573483], [2.938111, 2.655755, 4.144287], [4.872281, 5.190445, -6.055513], [0.637551, 0.600565, -1.184923], [2.448001, 4.442315, 2.857217], [-0.155459, 1.680355, -5.466333], [-4.107749, 2.187155, 7.628197], [-2.591729, 6.384995, 0.747617], [4.080741, -4.743225, -5.608483], [3.730971, 0.948865, -5.354493], [-1.266339, 3.950115, -2.034433], [-6.308989, -0.163835, 3.189627], [-0.369449, 4.737175, -3.965763], [-1.216259, 0.214355, 4.884097], [0.127791, -1.536855, -0.870593], [-4.126059, -1.097745, 7.740857], [1.160141, 0.510495, -2.559873]],
  "atomic_forces_ev_per_a": [[0.6, 0.2, -0.9], [1.3, 0.4, -0.6], [0.1, 0.0, -0.5], [-0.1, 0.3, -0.3], [2.7, -1.3, -0.6], [0.0, -0.1, -0.4], [0.5, -1.0, -1.4], [0.2, 0.0, 0.2], [0.8, -0.7, -0.1], [-0.4, 0.8, -0.1], [0.3, 0.4, 0.7], [0.3, 0.2, -0.2], [1.2, 0.2, -1.0], [1.2, -1.7, -0.1], [-1.1, 0.2, 2.3], [-0.2, 2.4, -1.1], [-0.3, -0.2, -0.1], [0.1, 1.0, -0.7], [0.0, -0.2, -0.1], [0.5, -0.6, 0.6], [0.1, 0.6, 0.6], [0.1, -0.2, 0.0], [-0.4, 2.2, 0.0], [-1.8, 0.3, -1.6], [0.2, -0.5, -0.2], [-0.6, 1.4, 0.9], [-0.2, -5.7, 0.1], [1.3, 0.0, 0.0], [-0.2, -0.1, 0.3], [0.8, -2.8, -0.5], [0.2, -0.7, -0.4], [0.4, 0.0, 0.2], [0.4, 1.0, 0.7], [0.0, 1.1, 1.3], [-0.4, -0.4, 0.5], [0.5, -0.7, -1.4], [-0.2, 0.0, 0.9], [-1.8, -1.0, 0.2], [-0.4, 0.1, 0.3], [0.5, 1.9, -0.1], [-0.1, 0.0, -0.5], [0.3, 0.3, 1.0], [-0.7, 0.1, 0.4], [-0.2, -0.7, -0.2], [-0.1, -0.5, -0.3], [0.5, 1.6, 0.3], [-0.3, -0.3, -0.4], [-1.1, 0.0, 1.7], [-0.4, 0.2, 0.4], [-0.2, -0.1, -0.4], [0.1, 0.5, 0.0], [-2.1, 1.1, 1.2], [-0.1, -0.1, -0.2], [0.3, 0.4, -1.1], [0.3, -0.3, 0.1], [-0.3, -0.6, 0.4], [0.4, -0.6, -0.3], [-0.1, -0.4, -1.3], [-0.1, 0.1, 0.0], [-0.7, 1.4, -0.3], [-1.4, 0.4, -0.5], [1.8, 2.5, -3.7], [0.2, -0.8, -0.2], [4.1, -1.6, 0.4], [-0.8, 0.1, -0.3], [-0.3, -2.4, 1.1], [0.2, 0.5, 0.4], [-0.6, 1.0, 0.0], [-0.6, -0.1, -0.3], [-0.6, 1.1, 0.7], [-0.9, -1.1, -0.2], [-0.2, -0.2, -0.2], [-1.9, -5.3, -2.3], [1.2, 3.4, 2.6], [1.7, -1.2, 0.3], [-0.8, 0.3, -0.3], [-1.5, 3.1, 1.8], [3.9, 4.1, 1.2], [-0.1, -0.1, 0.0], [-0.1, 0.9, -0.4], [1.3, -0.2, 0.0], [0.2, -0.1, 0.2], [0.5, -0.3, -1.8], [-0.5, 0.2, 0.1], [-1.1, 0.0, 0.7], [0.3, 0.9, -0.5], [0.1, 1.9, -0.7], [1.3, 0.0, 0.1], [0.2, 0.8, -0.2], [0.3, 0.3, -0.5], [0.3, 0.0, 0.9], [-0.2, 0.1, -0.2], [-2.0, -0.5, -0.7], [0.3, 0.0, -0.5], [-0.1, 0.2, 1.0], [-0.1, -0.2, -0.1], [0.2, 0.0, -0.2], [-0.3, -0.1, -0.4], [-0.4, 1.8, -1.1], [0.1, 0.2, 0.1], [0.6, -0.1, -0.8], [-1.0, -0.1, -0.2], [0.3, 0.0, -0.5], [-1.7, -1.2, 1.2], [-0.1, -0.2, -0.6], [0.0, -0.3, -0.2], [1.1, 1.1, 0.2], [0.1, -0.2, -0.2], [1.3, -0.6, 3.4], [0.3, -0.5, -0.2], [0.0, 0.6, -0.9], [2.5, -1.6, 3.2], [-1.4, 0.8, -1.2], [-0.5, -0.9, -0.8], [-1.0, 0.7, 1.0], [-0.5, 0.0, -0.2], [-1.1, -1.2, 1.1], [0.4, -0.1, -0.2], [0.1, 0.4, 0.1], [-2.2, 2.2, -2.1], [-0.1, 0.3, 0.2], [0.2, 0.0, 0.2], [0.2, -0.4, -0.1], [-1.1, -0.9, 1.2], [-0.1, -0.6, 3.3], [-0.7, -0.7, -0.7], [0.1, -0.7, 0.8], [-0.4, 0.5, 0.1], [0.2, -0.1, -0.2], [-0.7, -0.1, 1.6], [0.0, -0.2, 0.2], [0.2, 0.3, -0.2], [0.2, -0.1, -0.7], [-0.3, 0.3, -0.1], [0.4, 0.5, 0.1], [-1.2, 0.4, -1.8], [-1.1, -1.7, -1.5], [-0.4, -0.1, 0.2], [0.0, 0.4, -1.1], [-0.1, 0.6, 0.0], [-2.0, 0.1, -1.3], [0.1, -0.3, -0.5], [-0.1, -0.1, -0.7], [-0.3, 0.3, 0.1], [-1.7, 0.5, -0.7], [-0.1, -0.1, -0.2], [-0.5, 0.2, 0.6], [0.9, 0.1, 1.0], [0.1, -0.2, -0.2], [0.3, -0.2, -0.4], [0.1, -0.3, 0.4], [0.3, -0.1, -0.1], [-0.5, 0.2, 0.3], [1.2, 0.1, 0.4], [-0.3, 0.4, -0.6], [-0.3, -0.2, -0.6], [-1.5, -0.8, 0.7], [0.1, 0.1, -0.9], [0.9, -0.6, -0.3], [2.6, 0.2, -0.1], [3.3, -2.1, 0.6], [0.0, 0.6, 0.0], [-0.8, -1.6, -0.2], [0.8, -0.3, 0.4], [-0.2, -0.2, 0.7], [-0.4, -0.3, -0.4], [-0.2, -1.5, 0.8], [0.0, -0.2, 0.5], [0.0, -0.2, 1.9], [-2.9, 0.0, -0.9], [0.1, 2.2, 2.6], [-3.0, -1.9, 2.5], [-1.0, 0.0, -0.9], [1.0, -0.7, 0.0], [-0.4, 0.4, 1.4], [1.6, 1.1, -0.1], [0.0, -0.5, -0.8], [-0.5, 1.7, 0.0], [3.0, -1.3, -1.3], [-0.2, -0.3, 0.3], [0.5, 0.2, -0.1], [1.3, -1.4, -0.3], [-0.6, 1.4, -0.1], [0.8, 0.1, -1.3]]
}



{
  "formula": "C14H21N7",
  "method": "ωB97M-V/def2-TZVPD",
  "e_above_lowest_kj_mol": 1.1,
  "homo_lumo_gap_ev": 11.06,
  "e_tot_ha": -929.28983,
  "smiles": "CC#N.CC#N.CC#N.CC#N.CC#N.CC#N.CC#N",
  "elements": ["C", "H", "H", "H", "H", "C", "H", "H", "H", "C", "H", "N", "C", "N", "H", "C", "C", "N", "H", "H", "H", "H", "N", "H", "H", "C", "C", "H", "N", "C", "C", "C", "N", "N", "H", "C", "H", "H", "C", "H", "H", "C"],
  "xyz": [[-2.111925, -2.455594, -3.831169], [4.550322, -0.202227, 2.451187], [-2.076694, 5.344119, -3.890338], [3.334004, 2.695160, 0.897314], [-1.280553, 1.341632, -0.407554], [-2.600975, -2.865517, -5.140691], [-3.652853, 4.677054, -3.506540], [-4.566046, -3.693959, 0.028864], [1.413148, -0.101385, 4.551999], [-0.210790, 0.762392, 3.600119], [-2.916792, -1.952826, -5.648646], [5.482142, 2.305459, 3.136788], [4.399493, 2.506197, 0.776584], [2.392701, -2.301979, 3.417427], [-3.165770, -4.738739, 0.044196], [5.016541, 2.397652, 2.091804], [-3.486738, -3.709549, -0.115146], [-1.692364, 4.024202, -1.086098], [-0.110403, -0.114337, 5.478642], [-2.408834, 3.620267, -4.146678], [-1.182406, 0.078662, 0.899648], [3.459426, -0.574577, 1.081645], [-1.724766, -2.095671, -2.812672], [0.159698, -1.251908, 4.093887], [-1.862649, -3.409096, -5.720112], [3.141809, -1.738287, 2.755027], [-2.584590, 4.467150, -3.486551], [-3.487167, -3.489585, -5.025337], [-2.298716, -2.203382, 1.644295], [-0.877479, 0.379546, -0.099522], [4.054965, -0.994472, 1.895310], [-2.085822, 4.216280, -2.146463], [1.718303, 0.637982, 0.021761], [-0.635959, 1.556481, 2.888046], [4.797401, -1.654524, 1.449264], [0.580009, 0.513795, -0.058218], [-1.143235, -0.413742, -0.797204], [-3.228760, -3.348151, -1.107618], [-2.821660, -2.865609, 0.867704], [4.858552, 3.331247, 0.234853], [4.519040, 1.579401, 0.221880], [0.336386, -0.259574, 4.498297]],
  "atomic_forces_ev_per_a": [[0.2, -0.1, 0.0], [0.0, 0.0, 0.0], [0.0, -0.1, -0.1], [0.0, 0.0, -0.1], [-0.3, 0.0, 0.2], [-0.5, 0.3, 0.1], [0.0, 0.0, 0.3], [0.0, 0.2, 0.0], [-0.1, -0.1, 0.2], [0.0, -0.2, 0.0], [0.1, -0.2, -0.2], [0.0, 0.0, 0.0], [-0.1, 0.2, 0.1], [0.1, -0.1, 0.0], [0.1, 0.0, -0.2], [0.0, 0.0, 0.0], [0.0, -0.1, 0.2], [0.0, 0.0, 0.0], [0.0, -0.2, 0.1], [0.1, 0.0, 0.1], [-0.3, 0.2, 0.0], [0.1, 0.2, 0.1], [-0.1, -0.1, 0.0], [-0.1, 0.0, 0.1], [0.2, 0.1, 0.0], [0.1, 0.0, 0.0], [0.0, 0.3, -0.5], [0.1, 0.0, 0.0], [0.0, 0.0, 0.0], [0.7, -0.2, -0.1], [-0.2, -0.1, -0.3], [-0.1, -0.1, 0.2], [0.1, -0.1, -0.1], [0.0, 0.0, 0.1], [0.0, -0.1, 0.2], [-0.2, 0.0, 0.1], [0.0, 0.1, -0.1], [0.0, -0.2, -0.1], [-0.1, 0.1, 0.1], [0.0, 0.0, -0.1], [0.0, 0.0, 0.0], [0.0, 0.6, -0.3]]
}